Entry 1:
Here is a structure of composition C25H22BrIIrN2O4PS from OMol25. Energies are from wB97M-V/def2-TZVPD.

Output
Energy relative to the best compared isomer or geometry (same formula, charge and spin) = 1.7083 eV
Expectation value of S² = 0.77
Lowest unoccupied orbital energy (alpha / beta) = -0.4336 / -0.4254 hartree
E = -5090.87596 Ha

The geometry in ORCA input format:
```
! wB97M-V def2-TZVPD RIJCOSX def2/J DEFGRID3
* xyz 3 2
Ir 1.7352 0.5424 -0.7699
O 1.2764 -1.6025 -1.6044
S 2.0796 -2.2709 -0.5149
O 2.7785 -3.4449 -0.8551
O 2.8438 -1.1203 0.0832
C 0.8654 -2.5597 0.7408
C 1.0840 -3.5438 1.6831
C 0.2105 -3.6279 2.7659
C -0.8211 -2.7108 2.9002
C -1.0367 -1.7239 1.9429
C -0.2102 -1.6620 0.8252
P -0.5355 -0.5175 -0.5418
C -1.7582 0.7383 -0.0886
C -3.0481 0.3725 0.2991
C -3.9524 1.3600 0.6559
C -3.5990 2.7011 0.5675
C -2.3185 3.0677 0.1736
C -1.4034 2.0898 -0.1809
C -1.4306 -1.4529 -1.7516
C -2.0409 -0.7330 -2.7956
C -2.7301 -1.4108 -3.7801
C -2.8419 -2.7973 -3.7087
C -2.2089 -3.5150 -2.6930
C -1.5226 -2.8543 -1.6964
H 1.9203 -4.2230 1.5769
H 0.3576 -4.4036 3.5053
H -1.4825 -2.7668 3.7548
H -1.8445 -1.0163 2.0671
H -3.3503 -0.6673 0.3185
H -4.9463 1.0795 0.9777
H -4.3396 3.4638 0.7686
H -2.0374 4.1115 0.1384
H -0.4107 2.3737 -0.5125
H -1.9883 0.3491 -2.8207
H -3.2081 -0.8614 -4.5791
H -3.4474 -3.3242 -4.4346
H -2.2407 -4.5960 -2.6849
H -1.0454 -3.4212 -0.9092
Br -0.8321 1.1435 4.4653
C 0.7522 1.0052 3.4701
C 1.9722 0.7331 4.0746
C 3.1036 0.6671 3.2745
C 2.9803 0.8207 1.9106
N 1.7868 1.0423 1.3349
C 0.6904 1.1568 2.0997
H 2.0343 0.5850 5.1450
H 4.0778 0.4925 3.7094
H 3.8455 0.7683 1.2644
H -0.2440 1.4000 1.6260
N 2.7017 4.6783 -1.7510
C 2.6173 3.3758 -1.8649
O 1.9683 2.7026 -1.0170
C 3.3343 2.7799 -3.0462
I 2.9517 0.6894 -3.2032
H 2.2679 5.1522 -0.9679
H 3.2083 5.2479 -2.4149
H 4.4128 2.9018 -2.9485
H 3.0187 3.2352 -3.9836
*
```

Results of the natural (NBO) charge analysis, in e, for atoms 1 through 6: atom 1 (Ir): 1.058, atom 2 (O): -0.909, atom 3 (S): 2.402, atom 4 (O): -0.796, atom 5 (O): -0.905, atom 6 (C): -0.349

=====

Entry 2:
Here is a cluster of 2 separate species, C3H5NO4 in total from OMol25. Energies are from wB97M-V/def2-TZVPD.

Output
Energy relative to the best compared isomer or geometry (same formula, charge and spin) = 7.1326 eV
Lowest unoccupied orbital energy = -0.0160 hartree
E = -472.80732 Ha

The geometry in ORCA input format:
```
! wB97M-V def2-TZVPD RIJCOSX def2/J DEFGRID3
* xyz 0 1
C -1.6019 -0.8656 0.2388
C -0.8860 0.3258 -0.0691
C 0.5355 0.3810 -0.5781
N 1.3854 -0.4317 0.2865
O 1.1672 -1.5890 0.3345
O 2.3471 0.1658 0.7183
O -0.9138 -0.2202 1.2165
O 0.7972 1.7489 -0.4383
H -2.6771 -0.6803 0.4203
H -1.3524 -1.9282 -0.0309
H -1.3108 1.3347 -0.1544
H 0.7391 0.0107 -1.9810
H 1.7705 1.7479 0.0370
*
```

Results of the natural (NBO) charge analysis, in e, for atoms 1 through 6: atom 1 (C): -0.101, atom 2 (C): -0.007, atom 3 (C): 0.195, atom 4 (N): 0.521, atom 5 (O): -0.322, atom 6 (O): -0.391

=====

Entry 3:
Here is an isolated molecule of C25H32N6O5 from OMol25. Energies are from wB97M-V/def2-TZVPD.

Output
Energy relative to the best compared isomer or geometry (same formula, charge and spin) = 0.2039 eV
Lowest unoccupied orbital energy = 0.0269 hartree
SMILES = CCOc1ccccc1NC(=O)Cn1nnc(C(=O)NCCc2ccc(OCC)c(OCC)c2)c1N
E = -1676.61096 Ha

The geometry in ORCA input format:
```
! wB97M-V def2-TZVPD RIJCOSX def2/J DEFGRID3
* xyz 0 1
C -3.4361 -3.3114 -1.4447
C -4.6079 -2.6423 -0.7429
O -4.3423 -1.2540 -0.7339
C -5.1871 -0.4018 -0.0871
C -6.4204 -0.7326 0.4477
C -7.1852 0.2396 1.0779
C -6.7260 1.5378 1.1804
C -5.4907 1.8837 0.6541
C -4.7191 0.9239 0.0237
N -3.4546 1.1677 -0.5236
C -2.6419 2.2274 -0.3499
O -2.8971 3.2554 0.2386
C -1.2635 1.9703 -0.9946
N -0.7395 0.7126 -0.5545
C 0.0094 0.4428 0.5360
N 0.5158 1.3396 1.4030
H 0.0692 2.2333 1.5153
H 0.9745 0.9212 2.1996
C 0.1866 -0.9473 0.4881
N -0.4748 -1.4077 -0.5978
N -1.0323 -0.4382 -1.2030
C 1.0981 -1.7091 1.3286
O 1.6353 -1.2086 2.3110
N 1.3124 -2.9865 0.9128
H 0.8453 -3.2238 0.0473
C 2.5988 -3.6036 1.1318
H 2.4713 -4.6740 1.3127
H 3.0135 -3.1373 2.0278
C 3.5303 -3.3672 -0.0819
C 3.3277 -1.9660 -0.5924
C 2.6167 -1.7210 -1.7552
C 2.2965 -0.4242 -2.1101
C 2.6217 0.6546 -1.2985
C 3.3483 0.4160 -0.1161
C 3.7179 -0.8861 0.1897
H 4.2731 -1.0828 1.0925
O 3.6296 1.4781 0.6967
C 4.0977 1.2241 2.0092
C 4.0469 2.5384 2.7737
H 4.6765 3.2789 2.2868
H 3.0279 2.9151 2.8027
H 4.3982 2.3858 3.7900
H 5.1313 0.8514 1.9759
H 3.4622 0.4717 2.4925
O 2.1073 1.8616 -1.6999
C 2.8254 3.0609 -1.4625
C 4.2095 3.0545 -2.0997
H 4.1347 2.8214 -3.1596
H 4.6707 4.0313 -1.9823
H 4.8403 2.3088 -1.6222
H 2.9056 3.2615 -0.3902
H 2.2004 3.8307 -1.9261
H 1.7306 -0.2239 -3.0063
H 2.2980 -2.5385 -2.3843
H 4.5637 -3.5318 0.2271
H 3.2871 -4.0806 -0.8711
H -0.5725 2.7744 -0.7348
H -1.3717 1.9275 -2.0810
H -3.0720 0.3548 -1.0044
H -5.1150 2.8900 0.7365
H -7.3247 2.2886 1.6720
H -8.1455 -0.0317 1.4898
H -6.7932 -1.7426 0.3796
H -5.5467 -2.8467 -1.2760
H -4.7019 -3.0091 0.2886
H -2.5029 -3.0038 -0.9791
H -3.4064 -3.0099 -2.4878
H -3.5355 -4.3912 -1.3860
*
```

Results of the natural (NBO) charge analysis, in e, for atoms 1 through 6: atom 1 (C): -0.626, atom 2 (C): -0.056, atom 3 (O): -0.518, atom 4 (C): 0.267, atom 5 (C): -0.283, atom 6 (C): -0.210

=====

Entry 4:
Here is a structure of composition C28H77AgFeN8O10 from OMol25. Energies are from wB97M-V/def2-TZVPD.

Output
Expectation value of S² = 8.76
Lowest unoccupied orbital energy (alpha / beta) = -0.2875 / -0.4300 hartree
E = -3712.90665 Ha

The geometry in ORCA input format:
```
! wB97M-V def2-TZVPD RIJCOSX def2/J DEFGRID3
* xyz 3 6
Ag 2.0623 1.0421 3.8602
Fe -2.7858 -0.0080 0.8808
N 0.3738 0.2834 1.0642
O 1.2976 0.7414 1.7387
O 0.6210 0.0626 -0.1510
O -0.7371 0.2357 1.5160
C 4.7811 3.1296 2.2692
C 4.7716 1.6170 2.3676
C 6.1504 0.9829 2.0378
O 5.9543 -0.3770 2.1730
C 6.9016 -1.0607 3.0120
N 4.3379 1.3744 3.7102
H 5.5577 3.5412 2.9138
H 3.8813 3.7317 2.3954
H 5.0737 3.3097 1.2348
H 4.0397 1.0495 1.7927
H 6.9835 1.3462 2.6396
H 6.3956 1.2026 0.9987
H 6.6938 -2.1304 2.9853
H 6.9486 -0.5539 3.9759
H 7.9606 -0.9943 2.7627
H 4.6604 0.4471 3.9471
H 4.9955 1.8214 4.3330
C 2.3404 1.8666 -3.0592
C 3.5335 1.1446 -2.4431
C 4.0745 1.9624 -1.2208
O 4.5034 3.2715 -1.4807
C 3.5690 4.2945 -1.1123
N 3.1573 -0.1605 -2.0459
H 1.8366 1.3723 -3.8898
H 2.6575 2.8409 -3.4312
H 1.5694 2.1676 -2.3499
H 4.4218 1.0843 -3.0719
H 5.0070 1.5420 -0.8444
H 3.3411 1.9028 -0.4167
H 3.9121 5.2351 -1.5433
H 3.5215 4.3830 -0.0269
H 2.5275 4.0864 -1.3577
H 3.9712 -0.6040 -1.6447
H 2.4583 -0.1266 -1.3177
C -0.7875 3.5385 4.4936
C 0.0162 3.3650 3.1674
C -0.0389 4.6374 2.2707
O 0.9194 4.6466 1.2169
C 0.8398 5.7788 0.4045
N 1.4463 3.1414 3.3361
H -0.5567 4.4627 5.0233
H -0.6621 2.6973 5.1754
H -1.8468 3.6894 4.2860
H -0.5202 2.5427 2.6939
H 0.0296 5.5024 2.9303
H -1.0313 4.7566 1.8360
H -0.1306 5.7501 -0.0912
H 1.4519 5.8344 -0.4957
H 1.0385 6.6792 0.9858
H 1.6228 3.5447 2.4271
H 1.7869 3.8468 3.9736
C -2.8494 -3.8975 -0.8734
C -3.0153 -2.3778 -0.7071
C -4.4955 -1.9630 -0.3727
O -4.5188 -0.5913 -0.0313
C -5.8500 -0.0975 0.0189
N -2.0850 -1.9566 0.3020
H -3.4744 -4.2990 -1.6710
H -3.0758 -4.5290 -0.0143
H -1.8146 -4.0698 -1.1693
H -2.8357 -1.9206 -1.6802
H -4.8473 -2.5248 0.4927
H -5.1571 -2.0984 -1.2283
H -6.3012 -0.4975 0.9269
H -6.4013 -0.2437 -0.9101
H -5.8057 0.9658 0.2544
H -1.9537 -2.6742 1.0005
H -1.1452 -2.0579 -0.0538
C -1.7529 3.3151 -1.2532
C -2.8287 2.2033 -1.4184
C -3.2688 2.0197 -2.9166
O -4.0812 0.9137 -3.0121
C -4.6572 0.6551 -4.2756
N -2.2174 0.9440 -0.9747
H -0.8754 3.2425 -1.8957
H -1.5054 3.3613 -0.1927
H -2.2356 4.2528 -1.5287
H -3.7291 2.4257 -0.8457
H -2.4140 1.7397 -3.5322
H -3.7026 2.9247 -3.3419
H -4.0345 0.1316 -5.0011
H -4.9580 1.5705 -4.7851
H -5.5835 0.0913 -4.1650
H -1.2505 1.1333 -1.1969
H -2.5019 0.4076 -1.7818
C -1.1448 -2.9702 3.9521
C -0.4267 -4.0294 3.1491
C -0.1563 -5.3228 3.9163
O -1.3676 -5.9904 4.1636
C -1.3236 -7.1596 4.9791
N -1.1218 -4.2960 1.9545
H -0.5996 -2.5562 4.8003
H -2.1421 -3.2654 4.2782
H -1.2073 -2.1803 3.2036
H 0.4852 -3.5213 2.8356
H 0.4577 -5.0490 4.7743
H 0.4203 -5.9496 3.2360
H -0.9870 -8.0835 4.5089
H -2.3621 -7.3839 5.2226
H -0.8363 -6.8277 5.8959
H -0.7395 -4.9652 1.3018
H -2.0155 -4.7161 2.1666
C -3.3170 -3.2954 -4.9140
C -2.0178 -2.9880 -5.7085
C -0.7686 -2.5085 -4.8697
O -1.0649 -1.3179 -4.1413
C 0.0825 -0.8707 -3.4104
N -1.6813 -4.2082 -6.4524
H -4.1681 -3.5967 -5.5247
H -3.6309 -2.3740 -4.4236
H -3.0535 -4.0385 -4.1613
H -2.2864 -2.1355 -6.3323
H 0.1089 -2.3964 -5.5064
H -0.5853 -3.2935 -4.1360
H -0.3792 -0.0439 -2.8707
H 0.9183 -0.5706 -4.0425
H 0.3716 -1.6615 -2.7182
H -0.7887 -4.1408 -6.9202
H -2.3484 -4.2635 -7.2088
*
```

Results of the Löwdin charge analysis, in e, for atoms 1 through 6: atom 1 (Ag): 0.760, atom 2 (Fe): 1.046, atom 3 (N): -0.541, atom 4 (O): -0.065, atom 5 (O): -0.024, atom 6 (O): -0.064

=====

Entry 5:
Here is an isolated molecule of C4H7NO2 from OMol25. Energies are from wB97M-V/def2-TZVPD.

Output
Energy relative to the best compared isomer or geometry (same formula, charge and spin) = 1.4598 eV
Lowest unoccupied orbital energy = 0.0350 hartree
SMILES = C/N=C/OC(C)=O
E = -361.82721 Ha

The geometry in ORCA input format:
```
! wB97M-V def2-TZVPD RIJCOSX def2/J DEFGRID3
* xyz 0 1
C 0.3653 -1.2654 1.7477
N 0.3137 -0.6100 0.4835
C 0.1905 -1.1483 -0.6450
O 0.2550 -0.3145 -1.7046
C 0.4513 1.0008 -1.1443
O 1.5420 1.4747 -1.1115
C -0.8454 1.6795 -0.8043
H 0.2798 -2.3583 1.7057
H 1.3182 -0.9913 2.2133
H -0.4329 -0.8570 2.3756
H 0.0365 -2.2010 -0.9105
H -1.0800 2.3590 -1.6281
H -0.7354 2.2697 0.1085
H -1.6587 0.9622 -0.6860
*
```

Results of the natural (NBO) charge analysis, in e, for atoms 1 through 6: atom 1 (C): -0.421, atom 2 (N): -0.506, atom 3 (C): 0.407, atom 4 (O): -0.535, atom 5 (C): 0.832, atom 6 (O): -0.524

=====

Entry 6:
Here is a structure of composition C24H15Cl6N2O6STi from OMol25. Energies are from wB97M-V/def2-TZVPD.

Output
Lowest unoccupied orbital energy = 0.0712 hartree
E = -5493.58170 Ha

The geometry in ORCA input format:
```
! wB97M-V def2-TZVPD RIJCOSX def2/J DEFGRID3
* xyz -1 1
Ti -2.0584 2.1523 0.3553
O -3.3312 1.9439 -2.4811
C -3.2918 1.9825 -1.2798
O -4.0301 1.9757 -0.2659
C -2.5563 -0.6368 0.3206
O -2.7830 -1.4356 -0.5513
O -1.5636 0.2102 0.3612
Cl -3.6036 3.1188 5.9248
C -3.5132 2.0187 4.5666
C -2.9972 2.4562 3.3565
C -2.9145 1.6012 2.2602
Cl -2.0588 4.5289 0.0149
C -3.3570 0.2880 2.4282
O -3.3668 -0.6627 1.4302
C -3.8743 -0.1406 3.6482
Cl -4.4265 -1.7770 3.8513
C -3.9597 0.7229 4.7286
H -2.6730 3.4877 3.2712
H -4.3630 0.3806 5.6703
Cl 1.8664 -4.7225 1.3786
C 2.1428 -3.2424 0.5163
C 1.3679 -2.1308 0.7835
C 1.5966 -0.9681 0.0671
C 2.5731 -0.8806 -0.9217
C 2.7788 0.3636 -1.7589
C 3.1990 1.5968 -0.9543
N 2.1968 2.0589 -0.0041
C 2.2240 1.8873 1.3627
C 0.9537 2.1064 1.8022
N 0.1532 2.4145 0.7288
C 0.9282 2.3797 -0.3315
O 1.6926 0.7705 -2.5994
C 0.4738 0.0310 -2.6776
C 0.6252 -1.4119 -3.0683
C 1.4312 -1.9055 -4.0471
Cl 2.4445 -1.0155 -5.1139
S 1.3608 -3.6182 -4.1664
C 0.2042 -3.6907 -2.8999
C -0.0942 -2.4601 -2.4147
C 3.3427 -2.0257 -1.1424
Cl 4.6181 -2.0543 -2.3331
C 3.1388 -3.2013 -0.4419
H 0.5764 -2.1668 1.5177
H 0.9423 -0.1387 0.2759
H 3.6236 0.1683 -2.4232
H 3.4216 2.4066 -1.6495
H 4.1075 1.3531 -0.4031
H 3.1260 1.6087 1.8782
H 0.5540 2.0479 2.7999
H 0.6161 2.5682 -1.3456
H -0.1070 0.5721 -3.4258
H -0.0904 0.0697 -1.7419
H -0.1952 -4.6394 -2.5799
H -0.8144 -2.2745 -1.6251
H 3.7434 -4.0715 -0.6514
*
```

Results of the natural (NBO) charge analysis, in e, for atoms 1 through 6: atom 1 (Ti): 1.281, atom 2 (O): -0.622, atom 3 (C): 0.628, atom 4 (O): -0.638, atom 5 (C): 0.999, atom 6 (O): -0.636